[1]
{"formula": "C7H14", "method": "ωB97M-V with the def2-TZVPD basis set", "symbols": ["C", "C", "C", "C", "C", "C", "C", "H", "H", "H", "H", "H", "H", "H", "H", "H", "H", "H", "H", "H", "H"], "xyz": [[0.45002, -1.89641, -0.16862], [0.16801, -0.41128, -0.43210], [-1.17603, -0.25158, -1.14813], [1.29920, 0.31385, -1.20151], [0.20579, 0.29062, 0.91694], [-0.93090, 0.59137, 1.80948], [-0.05689, 1.74497, 1.03670], [1.44698, -2.03765, 0.26898], [-0.28673, -2.28813, 0.54604], [0.39293, -2.49394, -1.08416], [-1.15772, -0.76965, -2.11540], [-1.99434, -0.67052, -0.55289], [-1.39994, 0.80355, -1.35066], [1.71116, 1.01687, -0.47686], [2.09115, -0.33661, -1.57081], [0.98487, 0.94201, -2.04118], [1.09132, 0.02950, 1.50347], [-1.95234, 0.57516, 1.43258], [-0.90042, 0.23037, 2.85737], [0.63989, 2.42725, 1.54022], [-0.63691, 2.26293, 0.25551]], "forces_ev_per_a": [[0.0, 0.0, -0.1], [0.2, 0.1, -0.1], [0.0, 0.0, 0.0], [0.2, 0.1, -0.1], [0.1, -0.1, 0.0], [0.0, 0.9, -0.1], [-1.3, -0.2, 1.3], [-0.2, 0.1, -0.1], [0.1, 0.0, -0.2], [0.0, 0.1, 0.1], [0.0, 0.1, 0.2], [0.1, 0.0, -0.1], [0.0, -0.2, 0.1], [0.6, -0.1, -0.4], [0.0, -0.1, 0.1], [-0.3, -0.3, 0.0], [-0.1, -0.2, -0.3], [0.3, -0.2, -0.2], [0.4, 1.0, -0.6], [-0.3, -0.6, 0.0], [0.2, -0.5, 0.4]], "nbo_charge": [-0.60, -0.06, -0.61, -0.61, -0.24, -0.43, -0.42, 0.21, 0.21, 0.21, 0.21, 0.21, 0.21, 0.22, 0.21, 0.21, 0.22, 0.21, 0.22, 0.22, 0.21], "energy_ha": -275.06270, "smiles": "CC(C)(C)C1CC1", "multiplicity": 1, "e_above_lowest_kcal_mol": 33.6, "orbital_gap_ev": 10.714, "homo_energy_ev": -9.72, "charge": 0}

[2]
{"formula": "C7H14Br2P", "method": "ωB97M-V with the def2-TZVPD basis set", "symbols": ["C", "C", "C", "C", "C", "C", "C", "P", "Br", "Br", "H", "H", "H", "H", "H", "H", "H", "H", "H", "H", "H", "H", "H", "H"], "xyz": [[2.85133, -0.22027, 0.41111], [1.94280, -1.17418, 1.21325], [2.13489, 0.25229, -0.77374], [0.56162, -0.63048, 1.67089], [0.69608, 0.75286, -0.50180], [0.03830, -0.31653, 0.32329], [-4.37661, 1.27594, -1.68484], [-4.55232, 1.04642, 0.16812], [-5.17593, -1.05360, 0.06919], [-2.45022, 0.87340, 0.67235], [2.86761, 0.72632, 0.98594], [3.77493, -0.71918, 0.18973], [1.69470, -2.12728, 0.62276], [2.54126, -1.47506, 1.98254], [2.78796, 0.84944, -1.52012], [1.80858, -0.54707, -1.38031], [-0.11843, -1.44927, 2.10955], [0.66024, 0.21016, 2.42130], [0.91676, 1.72319, -0.00567], [0.15612, 0.87522, -1.43585], [-0.60982, -1.16710, -0.13442], [-4.13686, 0.28390, -2.15845], [-3.40323, 1.76786, -1.77462], [-5.19201, 1.97373, -2.10859]], "forces_ev_per_a": [[-2.3, 0.9, 1.5], [-0.7, -1.2, -3.2], [0.4, -0.4, -3.6], [-1.8, 0.0, 1.0], [-0.3, 0.9, 0.9], [0.0, -0.1, -0.1], [0.5, 0.4, 0.0], [-1.7, 0.2, -1.4], [-0.2, -0.4, 0.3], [1.9, 0.0, 0.7], [1.3, -0.6, 0.5], [0.6, 0.2, 0.1], [0.7, 1.2, 0.5], [0.9, -1.0, 2.8], [-1.5, -0.2, 1.5], [0.8, -1.8, -1.1], [1.4, 1.1, -0.4], [-0.1, -0.7, -1.2], [-1.2, -0.5, 0.2], [0.1, 0.3, 0.0], [1.4, 1.8, 0.4], [-1.1, 1.0, 0.1], [-0.3, 0.6, -0.1], [1.2, -1.6, 0.5]], "nbo_charge": [-0.42, -0.38, -0.36, -0.55, -0.56, 0.36, -0.98, 0.74, -0.17, -0.18, 0.21, 0.26, 0.21, 0.26, 0.26, 0.19, 0.26, 0.28, 0.27, 0.26, 0.25, 0.26, 0.24, 0.28], "energy_ha": -5764.17765, "multiplicity": 1, "orbital_gap_ev": 6.641, "homo_energy_ev": -12.62, "charge": 1}

[3]
{"formula": "C7H14BrFNO", "method": "ωB97M-V with the def2-TZVPD basis set", "symbols": ["F", "C", "C", "C", "C", "Br", "H", "H", "H", "H", "H", "H", "H", "C", "C", "O", "N", "C", "H", "H", "H", "H", "H", "H", "H"], "xyz": [[4.80049, -2.76271, 0.43717], [4.54606, -1.77799, -0.63978], [3.04352, -1.07064, -0.44505], [1.96597, -2.16649, -1.04264], [0.46484, -2.07454, -0.39054], [-0.72872, -3.26670, -1.51202], [4.44411, -2.41614, -1.64300], [2.99167, -0.01566, -0.97399], [2.90957, -0.86725, 0.72296], [2.34687, -3.29285, -0.93812], [1.87439, -1.98199, -2.21605], [0.09331, -0.94334, -0.36688], [0.39253, -2.50711, 0.71254], [-1.42976, 1.63440, 1.76888], [-1.62985, 1.46793, 0.28748], [-0.86300, 0.80337, -0.40500], [-2.70359, 2.08264, -0.28723], [-3.71040, 2.89904, 0.34781], [-0.53499, 1.08784, 2.07940], [-1.29067, 2.69121, 2.01066], [-2.28826, 1.22833, 2.30976], [-2.77097, 1.92434, -1.28608], [-4.68364, 2.43362, 0.17308], [-3.69400, 3.88483, -0.12360], [-3.54546, 3.00585, 1.42023]], "forces_ev_per_a": [[-1.0, 0.2, -0.5], [-0.7, 1.3, -1.5], [0.7, -1.5, 0.7], [-0.8, -0.1, -0.2], [1.4, 1.2, 0.9], [0.1, 0.6, 0.5], [0.0, 0.8, 1.9], [0.0, -2.3, 0.8], [0.1, -0.6, -2.4], [-0.6, 2.6, 0.0], [0.1, -0.3, 2.5], [0.5, -2.9, -0.4], [0.3, 0.8, -2.5], [0.2, -0.1, 0.2], [0.6, -0.6, -0.8], [-0.6, 0.8, 0.5], [0.4, -0.2, 0.1], [-0.1, -0.1, -0.5], [-0.2, 0.1, -0.2], [-0.1, -0.1, 0.1], [0.0, 0.2, 0.1], [0.0, 0.0, 0.3], [-0.1, 0.2, 0.2], [-0.2, 0.1, 0.2], [0.1, -0.1, -0.2]], "nbo_charge": [-0.49, -0.31, -0.50, -0.45, -0.43, -0.15, 0.06, 0.20, 0.18, 0.21, 0.20, 0.26, 0.20, -0.72, 0.68, -0.62, -0.62, -0.41, 0.26, 0.22, 0.22, 0.40, 0.19, 0.19, 0.21], "energy_ha": -3078.87857, "multiplicity": 1, "orbital_gap_ev": 3.357, "homo_energy_ev": -1.05, "charge": -1}

[4]
{"formula": "C7H14CePS", "method": "ωB97M-V with the def2-TZVPD basis set", "symbols": ["C", "C", "C", "C", "C", "Ce", "P", "H", "H", "H", "H", "H", "H", "H", "H", "C", "S", "C", "H", "H", "H", "H", "H", "H"], "xyz": [[-1.80984, 1.73263, -1.26677], [-0.42226, 2.07934, -1.01487], [0.39094, 1.48377, -2.05629], [-0.50945, 0.83208, -2.98298], [-1.85115, 0.96967, -2.49644], [-0.61381, -0.37960, -0.69009], [-2.74888, -0.54438, 1.38723], [-2.64660, 1.97359, -0.59556], [-0.05495, 2.73809, -0.23521], [1.48763, 1.52066, -2.09588], [-2.73832, 0.50310, -2.93668], [-0.19420, 0.32300, -3.89881], [-3.99490, -1.05743, 0.85563], [-3.32912, 0.56834, 2.07264], [-2.73012, -1.43379, 2.51229], [3.48687, -0.75876, 0.77424], [1.69329, -0.47965, 0.91634], [1.33321, -1.72781, 2.17895], [3.93934, 0.07238, 0.22131], [3.63310, -1.70520, 0.22679], [3.88705, -0.80284, 1.79805], [2.12955, -2.47683, 2.16405], [1.31329, -1.25676, 3.16441], [0.34932, -2.17357, 1.99765]], "forces_ev_per_a": [[0.2, 0.5, -1.0], [-0.5, -0.2, -0.5], [-0.5, 0.5, -0.4], [0.0, 0.7, 0.5], [0.6, 1.0, 0.3], [0.1, -2.7, 0.9], [-0.4, -0.1, 0.2], [0.4, 0.0, -0.6], [-0.1, -0.2, -0.1], [-0.7, 0.1, -0.2], [0.4, 0.3, 0.2], [-0.3, 0.1, 0.5], [0.4, 0.1, 0.3], [0.2, -0.3, -0.2], [-0.2, 0.3, -0.2], [-0.1, -0.5, -0.2], [0.1, 0.4, 0.3], [0.1, 0.1, 0.5], [-0.2, -0.2, 0.2], [0.3, 0.4, 0.3], [0.1, 0.0, -0.5], [-0.3, -0.1, -0.1], [0.0, 0.0, 0.0], [0.4, 0.0, 0.0]], "nbo_charge": [-0.39, -0.39, -0.42, -0.32, -0.32, 0.50, 0.00, 0.24, 0.25, 0.24, 0.24, 0.24, -0.01, 0.04, 0.01, -0.74, 0.24, -0.73, 0.24, 0.22, 0.22, 0.22, 0.22, 0.23], "energy_ha": -1489.58808, "multiplicity": 2, "e_above_lowest_kcal_mol": 8.9, "orbital_gap_ev": [4.078, 4.009], "homo_energy_ev": [-4.21, -3.91], "charge": 0}